ORCA calculation (ωB97M-V/def2-TZVPD) on a 8-piece molecular cluster, C51H124N8O15 overall in a non-equilibrium geometry.

Each line ends with the Löwdin charge.
Element x y z (Å)
C -0.4083 -1.6339 4.1735  -0.03
C -0.9007 -1.2441 5.6068  -0.50
C -2.0048 -2.2184 6.0395  0.00
C 0.3974 -1.4356 6.3832  -0.16
C 0.3108 -0.9251 7.8241  -0.18
C -0.0022 0.5739 7.7919  -0.14
C -1.2256 0.9145 6.9267  -0.50
C -2.4808 0.5529 7.7122  -0.03
C -1.1890 2.4100 6.6099  -0.04
N -1.1230 0.1940 5.6466  -0.08
O -2.1834 0.5541 4.7664  -0.03
H 0.4240 -1.0410 3.7927  0.08
H -0.2632 -2.6966 3.9960  0.09
H -1.1921 -1.3175 3.4682  0.07
H -2.8487 -2.0926 5.3613  0.07
H -1.5681 -3.1887 5.7972  0.09
H -2.2387 -2.1269 7.0950  0.07
H 0.7218 -2.4830 6.4562  0.12
H 1.3243 -1.0024 5.9986  0.12
H -0.3518 -1.5734 8.4006  0.10
H 1.2650 -0.9143 8.3621  0.11
H 0.8587 1.2234 7.6299  0.12
H -0.1830 0.7143 8.8682  0.12
H -3.2914 0.1450 7.1120  0.08
H -2.8017 1.3605 8.3761  0.09
H -2.2556 -0.1920 8.4852  0.07
H -0.2588 2.6543 6.0764  0.08
H -1.0925 3.0226 7.5077  0.09
H -1.9224 2.8050 5.9074  0.08
H -1.6939 0.8146 3.9771  0.06
C -0.9764 3.3005 2.4946  -0.10
O -0.3255 2.6992 1.3864  -0.20
C -0.3554 1.2849 1.3890  -0.23
C 0.3120 0.8286 0.1172  -0.21
N -0.0107 -0.5597 -0.1266  -0.07
C 0.3588 -1.0352 -1.4821  -0.17
C -0.1111 -2.4791 -1.6056  -0.23
O 0.4548 -3.0071 -2.7852  -0.22
C 0.3277 -4.4179 -2.8860  -0.11
H -2.0544 3.2535 2.3198  0.08
H -0.5759 4.2997 2.6291  0.08
H -0.8039 2.7017 3.3984  0.07
H -1.3793 0.8932 1.3423  0.08
H -0.0133 0.9609 2.3803  0.12
H 1.3699 1.0964 0.1349  0.13
H -0.1356 1.4606 -0.6687  0.10
H -1.0020 -0.7295 -0.0734  0.07
H 1.4347 -1.0196 -1.6393  0.13
H -0.1857 -0.3203 -2.1076  0.10
H -1.1963 -2.6558 -1.6804  0.13
H 0.1692 -3.0708 -0.7248  0.12
H 0.7639 -4.7997 -3.8055  0.09
H -0.7472 -4.5940 -3.0178  0.09
H 0.6928 -4.9303 -1.9957  0.08
C -1.4064 10.7395 4.3706  -0.11
O -2.4028 9.8433 3.9179  -0.19
C -3.5544 10.4862 3.4064  -0.23
C -3.3559 10.8855 1.9322  -0.19
N -2.9177 9.7345 1.1310  -0.06
C -3.9387 8.7488 0.8910  -0.24
C -3.5825 7.6863 -0.1041  -0.24
O -2.3575 7.0632 0.2294  -0.19
C -2.2343 5.6982 -0.1256  -0.10
H -1.8389 11.5778 4.9245  0.09
H -0.7627 11.0849 3.5581  0.08
H -0.7928 10.2056 5.0982  0.09
H -3.9422 11.3178 4.0035  0.12
H -4.3158 9.7067 3.4445  0.11
H -2.4882 11.5521 1.8822  0.11
H -4.1912 11.4034 1.4662  0.12
H -2.1061 9.2891 1.5329  0.11
H -4.8874 9.2092 0.6000  0.13
H -4.1600 8.2228 1.8379  0.12
H -3.4671 8.1192 -1.1127  0.12
H -4.3985 6.9945 -0.3469  0.12
H -2.8415 5.0347 0.4983  0.08
H -1.2336 5.4434 0.2298  0.08
H -2.3262 5.5317 -1.1975  0.09
C -5.3451 -2.3317 3.9026  -0.12
O -4.7808 -1.2873 3.1506  -0.18
C -5.6174 -0.1685 3.0645  -0.24
C -4.7892 1.1007 2.8273  -0.18
N -3.7678 0.9246 1.7905  -0.06
C -4.2494 1.0656 0.4399  -0.20
C -3.1516 0.8539 -0.6173  -0.23
O -3.8328 0.8325 -1.8589  -0.18
C -2.8541 0.8270 -2.9226  -0.07
H -5.5962 -2.0896 4.9418  0.09
H -4.6907 -3.1953 4.0272  0.08
H -6.2504 -2.6775 3.3940  0.09
H -6.2313 -0.0232 3.9650  0.12
H -6.4007 -0.2458 2.2944  0.12
H -4.2921 1.4025 3.7476  0.10
H -5.5638 1.8174 2.5435  0.12
H -3.3180 0.0543 2.0506  0.10
H -4.6510 2.0697 0.2829  0.12
H -5.1030 0.4162 0.1973  0.12
H -2.6335 -0.0938 -0.4755  0.11
H -2.5032 1.7211 -0.4556  0.12
H -2.3145 -0.1167 -2.7961  0.07
H -2.2359 1.7209 -2.8999  0.09
H -3.4221 0.6661 -3.8371  0.09
C -7.7405 -6.4339 -9.2290  -0.12
O -6.7745 -6.1761 -8.2230  -0.21
C -5.5801 -6.9985 -8.4021  -0.19
C -4.7046 -6.5430 -7.2498  -0.20
N -3.9940 -5.3229 -7.6744  -0.07
C -3.2277 -4.6944 -6.6372  -0.24
C -2.8123 -3.2354 -6.9258  -0.20
O -2.0696 -2.8309 -5.7889  -0.17
C -0.8361 -2.2381 -6.0678  -0.13
H -7.3692 -7.1036 -10.0045  0.08
H -8.2567 -5.5485 -9.6029  0.08
H -8.5809 -6.9836 -8.7747  0.08
H -5.1712 -6.8449 -9.3994  0.12
H -5.9187 -8.0318 -8.2853  0.12
H -4.0526 -7.3561 -6.9180  0.12
H -5.3003 -6.3183 -6.3620  0.12
H -4.6757 -4.6915 -8.0795  0.11
H -2.3184 -5.3013 -6.5314  0.12
H -3.6536 -4.7155 -5.6202  0.12
H -3.6753 -2.5854 -7.0761  0.12
H -2.2146 -3.3078 -7.8374  0.12
H -0.7517 -1.1422 -6.0609  0.08
H -0.3009 -2.5522 -6.9697  0.09
H -0.1596 -2.4579 -5.2335  0.06
C 1.9176 -0.0801 -5.4130  -0.08
O 1.1156 1.1098 -5.5377  -0.19
C 1.9996 2.2445 -5.5439  -0.22
C 2.3287 2.7069 -4.1528  -0.24
N 1.1705 3.2660 -3.4902  -0.05
C 1.4302 3.7678 -2.1235  -0.19
C 2.6214 4.6786 -1.9996  -0.25
O 2.4622 5.4652 -0.8396  -0.19
C 3.4199 6.5106 -0.7362  -0.10
H 1.3888 -1.0278 -5.4446  0.06
H 2.3200 -0.0075 -4.3986  0.08
H 2.7160 -0.0902 -6.1563  0.09
H 1.3811 3.0373 -5.9792  0.12
H 2.7862 2.1333 -6.2920  0.12
H 3.0006 3.5688 -4.2295  0.11
H 2.9196 1.9646 -3.5917  0.12
H 0.3849 2.6410 -3.3635  0.09
H 1.4975 2.8518 -1.5197  0.10
H 0.5710 4.3590 -1.7961  0.12
H 2.6601 5.3382 -2.8752  0.12
H 3.5134 4.0389 -1.9942  0.13
H 2.9368 7.2463 -0.0934  0.09
H 3.7228 6.9374 -1.6919  0.09
H 4.2908 6.1561 -0.1768  0.08
C 2.1788 4.2450 3.3507  -0.13
O 3.3440 3.7756 3.9707  -0.17
C 3.9847 4.7925 4.7105  -0.21
C 4.9660 5.5690 3.7812  -0.19
N 6.3519 5.0949 3.7630  -0.07
C 7.1237 5.2451 4.9683  -0.22
C 7.7922 3.9204 5.3516  -0.26
O 8.6284 3.4874 4.3030  -0.16
C 9.3595 2.3431 4.6800  -0.12
H 1.4110 4.5393 4.0810  0.08
H 1.7600 3.4679 2.7128  0.08
H 2.2710 5.1489 2.7333  0.09
H 4.5348 4.3534 5.5430  0.11
H 3.3589 5.5776 5.1497  0.12
H 5.0208 6.6062 4.1416  0.11
H 4.6540 5.7578 2.7535  0.11
H 6.3779 4.1977 3.3024  0.11
H 6.5405 5.5247 5.8499  0.12
H 7.9399 5.9536 4.7900  0.12
H 6.9781 3.2489 5.6589  0.12
H 8.2886 4.0626 6.3201  0.12
H 9.7521 2.2843 5.6989  0.09
H 10.3078 2.3235 4.1290  0.08
H 8.8362 1.4355 4.3737  0.09
C 0.9189 -8.7342 -3.2055  -0.11
O 1.9207 -9.5492 -2.6386  -0.17
C 3.2124 -9.2961 -3.1363  -0.25
C 3.7819 -10.5516 -3.7958  -0.21
N 5.1015 -10.2602 -4.3685  -0.07
C 5.9833 -11.4266 -4.3585  -0.22
C 5.4923 -12.5250 -5.2919  -0.22
O 6.3535 -13.6514 -5.3068  -0.19
C 7.7158 -13.4487 -5.5776  -0.13
H -0.0217 -9.2464 -3.0105  0.09
H 1.0190 -8.4997 -4.2690  0.09
H 0.8817 -7.7570 -2.7069  0.08
H 3.9110 -8.9180 -2.3763  0.12
H 3.2560 -8.4603 -3.8460  0.12
H 3.0515 -10.8012 -4.5672  0.12
H 3.8420 -11.3395 -3.0376  0.12
H 5.5166 -9.5244 -3.8098  0.10
H 6.0297 -11.8340 -3.3384  0.13
H 6.9489 -11.0366 -4.6780  0.11
H 5.3917 -12.1457 -6.3193  0.13
H 4.5070 -12.9353 -5.0707  0.12
H 8.1292 -14.4563 -5.5831  0.09
H 8.1707 -12.7803 -4.8424  0.07
H 7.9729 -13.0158 -6.5558  0.09

Results
Strongest force on any atom   2.936 eV/A
SMILES   CC1(C)CCCC(C)(C)N1O.COCCNCCOC.COCCNCCOC.COCCNCCOC.COCCNCCOC.COCCNCCOC.COCCNCCOC.COCCNCCOC
Molecular weight   1089.6 g/mol
Highest occupied orbital energy   -8.15 eV
Gap between HOMO and LUMO   8.777 eV